Record 1
C3H6NOS2 | ωB97M-V/def2-TZVPD

Values from the calculation:
Orbital gap = 8.1 eV
Spin multiplicity = 1
ΔE to the lowest compared entry with this formula, charge and spin = 1.477 eV
Charge = +1
HOMO = -0.4613 Eh

Geometry (Å):
C 1.177 -0.516 -1.842
C -0.558 0.698 -1.096
C -0.802 0.203 1.562
N -0.552 -0.005 2.827
O 0.155 0.239 -2.189
S 2.093 -1.132 -3.099
S 0.400 0.042 0.372
H -0.568 1.790 -1.073
H -1.575 0.300 -1.104
H -1.838 0.354 1.276
H -1.282 -0.052 3.525
H 0.403 -0.137 3.137
H 2.947 -1.786 -2.295

Mulliken atomic charge list, values in e, 5 entries:
1 C -0.0915
2 C -0.2831
3 C 0.1547
4 N -0.2901
5 O -0.1861



Record 2
C3H6O | ωB97M-V/def2-TZVPD

Values from the calculation:
Orbital gap = 10.5 eV
Spin multiplicity = 1
ΔE to the lowest compared entry with this formula, charge and spin = 1.119 eV
SMILES = C=CCO
HOMO = -0.3508 Eh

Geometry (Å):
C -1.379 -0.684 -0.044
C -0.677 0.448 -0.072
C 0.811 0.497 -0.010
O 1.303 -0.822 -0.099
H -2.459 -0.571 -0.026
H -0.884 -1.661 0.118
H -1.210 1.423 -0.103
H 1.056 0.914 0.972
H 1.194 1.167 -0.804
H 2.244 -0.712 0.067

Mulliken atomic charge list, values in e, 5 entries:
1 C -0.7010
2 C -0.1630
3 C -0.2213
4 O -0.4934
5 H 0.2584



Record 3
C3H6O | ωB97M-V/def2-TZVPD

Values from the calculation:
Orbital gap = 10.5 eV
Spin multiplicity = 1
ΔE to the lowest compared entry with this formula, charge and spin = 2.285 eV
SMILES = C=C=O.C
HOMO = -0.3574 Eh

Geometry (Å):
C 1.250 -0.870 -0.145
C 1.371 0.406 0.114
O 1.697 1.516 0.246
H 0.604 -1.592 0.352
H 2.360 -0.793 0.127
C -1.461 0.270 -0.130
H -1.000 1.093 0.428
H -1.991 -0.400 0.555
H -2.131 0.660 -0.892
H -0.699 -0.291 -0.657

Mulliken atomic charge list, values in e, 5 entries:
1 C -0.9070
2 C 0.7234
3 O -0.4007
4 H 0.2872
5 H 0.2618



Look up the HOMO of the first one.
-0.4613 Eh



What is the formula in the first record?
C3H6NOS2



Look up the orbital gap of the second one.
10.5 eV